Entry 1:
Density functional theory data (the ωB97M-V functional and the def2-TZVPD basis) for a single C5H9NO molecule at a distorted geometry.

Computed properties:
M (g mol⁻¹): 99.133
Energy relative to the best compared isomer or geometry (same formula, charge and spin) (kJ/mol): 338.4
Total energy (Ha): -325.80868
Highest occupied orbital energy (alpha / beta) (eV): -7.0 / -7.0
Charge: 0

Structure (XYZ):
```
16
Properties=species:S:1:pos:R:3:nbo_charge:R:1
C -1.20 -0.06 -0.85 -0.6281
C -0.32 0.26 0.34 -0.1995
C -1.09 0.58 1.58 -0.6353
C 1.50 -1.34 -0.72 0.0163
N 1.71 -0.07 -0.79 -0.4965
C 0.99 0.77 0.27 0.5282
O 1.66 1.59 0.88 -0.6576
H -1.93 0.76 -0.96 0.2016
H -1.81 -0.97 -0.74 0.2005
H -0.67 -0.12 -1.80 0.2008
H -1.77 -0.25 1.79 0.2055
H -1.70 1.48 1.47 0.2029
H -0.42 0.71 2.44 0.2278
H 1.22 -1.76 0.25 0.2293
H 1.59 -1.97 -1.61 0.1904
H 2.22 0.39 -1.54 0.4137
```

=====

Entry 2:
Density functional theory data (the ωB97M-V functional and the def2-TZVPD basis) for a molecular structure, C17H7BrCl5LiN2O2Se.

Computed properties:
M (g mol⁻¹): 614.325
Total energy (Ha): -8196.11312
Highest occupied orbital energy (eV): -1.4
Charge: -2

Structure (XYZ):
```
36
Properties=species:S:1:pos:R:3:nbo_charge:R:1
Li 0.81 -0.59 -1.79 0.8471
Cl -0.56 0.44 -3.80 -0.0282
C -1.75 -0.31 -2.73 -0.0581
C -1.25 -0.97 -1.63 -0.4373
C -2.20 -1.53 -0.81 0.0484
Cl -1.66 -2.41 0.63 -0.0753
C -3.57 -1.45 -1.04 -0.1385
Cl -4.73 -2.19 0.03 -0.0153
C -4.03 -0.77 -2.17 -0.1033
Cl -5.73 -0.65 -2.51 -0.0072
C -3.10 -0.18 -3.03 -0.0958
Cl -3.64 0.67 -4.45 -0.0095
Br 1.47 0.28 2.04 0.0679
C 1.74 -1.47 1.34 0.1657
C 1.87 -2.54 2.22 -0.2979
C 2.04 -3.80 1.67 -0.1724
C 2.10 -3.94 0.29 -0.2394
C 1.96 -2.81 -0.50 0.1225
N 1.78 -1.59 0.03 -0.4697
C 2.02 -2.92 -2.04 0.7429
O 2.28 -4.04 -2.49 -0.7237
O 1.84 -1.83 -2.65 -0.8085
H 1.82 -2.37 3.29 0.2195
H 2.13 -4.66 2.32 0.1991
H 2.23 -4.89 -0.20 0.2417
Se 0.03 2.63 -0.91 -0.4661
C 0.36 3.62 0.66 -0.1342
C 1.11 4.81 0.68 -0.3174
C 1.32 5.50 1.86 0.0087
N 0.85 5.13 3.06 -0.5082
C 0.13 3.99 3.05 0.0112
C -0.13 3.23 1.93 -0.3266
H 1.53 5.18 -0.25 0.2094
H 1.90 6.42 1.85 0.1606
H -0.25 3.68 4.02 0.1653
H -0.72 2.33 2.01 0.2228
```

=====

Entry 3:
Density functional theory data (the ωB97M-V functional and the def2-TZVPD basis) for a molecular structure, C37H38AgBrFN3O5Sb.

Computed properties:
M (g mol⁻¹): 933.257
Energy relative to the best compared isomer or geometry (same formula, charge and spin) (kJ/mol): 35.2
Total energy (Ha): -5034.42809
Highest occupied orbital energy (eV): -4.8
Charge: -1

Structure (XYZ):
```
87
Properties=species:S:1:pos:R:3:lowdin_charge:R:1
Ag 0.13 0.56 0.11 0.7645
C -6.53 2.42 -3.05 -0.0544
C -5.87 3.54 -2.26 -0.3203
C -5.70 4.78 -3.12 -0.1567
C -5.12 5.92 -2.31 -0.1383
C -3.84 5.49 -1.64 -0.1459
C -2.86 6.40 -1.31 0.0332
C -1.71 5.99 -0.65 -0.2630
F -0.77 6.92 -0.36 0.0478
C -1.52 4.69 -0.28 0.0763
C -2.50 3.75 -0.61 -0.0417
C -2.34 2.36 -0.12 -0.3189
O -1.52 2.13 0.76 -0.0126
C -3.21 1.39 -0.74 -0.0262
C -4.27 1.84 -1.44 0.0134
N -4.56 3.15 -1.71 0.0139
C -3.64 4.13 -1.32 -0.0800
C -3.03 -0.14 -0.68 -0.6503
O -4.05 -0.81 -0.94 -0.0366
O -1.88 -0.56 -0.43 -0.1492
H -7.43 2.82 -3.52 0.0803
H -6.82 1.58 -2.43 0.0807
H -5.86 2.07 -3.84 0.0977
H -6.53 3.80 -1.42 0.1539
H -6.68 5.06 -3.53 0.1155
H -5.04 4.54 -3.96 0.1340
H -5.84 6.22 -1.54 0.1230
H -4.93 6.80 -2.93 0.1152
H -2.98 7.45 -1.56 0.1245
H -0.64 4.36 0.27 0.1358
H -4.94 1.09 -1.84 0.1155
C -0.68 0.62 4.50 -0.0577
C 0.61 0.78 4.98 -0.0715
C 1.68 0.41 4.18 -0.0166
C 1.42 -0.10 2.91 -0.2208
N 0.18 -0.26 2.46 0.0468
C -0.84 0.09 3.23 -0.1312
C 2.51 -0.49 1.95 -0.2249
C 3.85 -0.46 2.31 -0.0146
C 4.81 -0.75 1.35 -0.0635
C 4.41 -1.07 0.07 -0.0542
C 3.05 -1.11 -0.20 -0.1379
N 2.13 -0.83 0.72 0.0760
H -1.54 0.91 5.09 0.0995
H 0.79 1.19 5.96 0.1012
H 2.69 0.55 4.53 0.0970
H -1.83 -0.06 2.79 0.1138
H 4.15 -0.21 3.32 0.0979
H 5.87 -0.72 1.61 0.1030
H 5.13 -1.28 -0.72 0.1019
H 2.68 -1.36 -1.18 0.1132
C -1.34 -6.24 0.29 -0.2039
C -1.58 -5.07 1.25 -0.4651
Sb -0.50 -3.19 0.94 1.4348
C -0.01 -3.45 -1.16 -0.4420
C 1.17 -4.35 -1.50 -0.1976
C 1.42 -3.88 1.78 -0.4511
C 1.64 -5.37 2.03 -0.2013
H -2.09 -7.03 0.43 0.0559
H -0.36 -6.70 0.45 0.0410
H -1.39 -5.92 -0.75 0.0485
H -1.39 -5.36 2.29 0.0230
H -2.63 -4.76 1.21 0.0253
H 0.14 -2.43 -1.52 0.0251
H -0.93 -3.81 -1.63 0.0423
H 2.10 -3.98 -1.06 0.0431
H 1.33 -4.40 -2.58 0.0618
H 1.03 -5.37 -1.14 0.0427
H 1.51 -3.32 2.71 0.0247
H 2.20 -3.49 1.12 0.0142
H 0.83 -5.80 2.63 0.0488
H 2.57 -5.55 2.57 0.0582
H 1.69 -5.93 1.10 0.0438
Br 6.67 6.18 -2.41 0.6741
C 5.28 4.98 -1.89 -0.7002
C 4.58 5.22 -0.72 -0.1324
C 3.58 4.33 -0.35 -0.0184
C 3.27 3.23 -1.14 -0.1314
C 3.98 3.02 -2.32 -0.0214
C 5.00 3.89 -2.70 -0.1343
C 2.18 2.26 -0.72 -0.6694
O 1.77 1.46 -1.60 -0.0703
O 1.79 2.33 0.47 -0.0695
H 4.82 6.08 -0.11 0.0932
H 3.02 4.47 0.57 0.1138
H 3.72 2.17 -2.93 0.1135
H 5.56 3.73 -3.61 0.0921
```

=====

Entry 4:
Density functional theory data (the ωB97M-V functional and the def2-TZVPD basis) for a gas-phase ion, C40H45N4O2 (charge +1) at a distorted geometry.

Computed properties:
M (g mol⁻¹): 613.826
Total energy (Ha): -1920.57632
Highest occupied orbital energy (eV): -8.9
Charge: +1

Structure (XYZ):
```
91
Properties=species:S:1:pos:R:3:lowdin_charge:R:1
C -5.93 2.98 -0.20 -0.1678
C -7.01 2.70 0.82 -0.1652
N -6.52 2.11 2.05 -0.0784
C -7.57 1.53 2.85 -0.1683
C -7.16 1.24 4.28 -0.1663
C -5.79 0.57 4.33 -0.1477
C -4.78 1.31 3.51 -0.1425
C -5.21 2.08 2.40 -0.0984
C -4.25 2.82 1.63 -0.1422
C -2.92 2.79 2.01 0.0205
C -2.50 2.03 3.11 -0.2217
C -1.13 2.04 3.53 -0.0555
C -0.10 2.51 2.82 -0.0418
C 1.30 2.48 3.42 -0.1601
C 2.25 3.35 2.57 -0.1940
C 2.22 3.36 1.16 -0.0179
C 2.92 4.31 0.42 -0.1357
C 3.71 5.29 1.09 -0.1029
N 4.35 6.25 0.37 -0.0809
C 4.59 6.18 -1.05 -0.1730
C 4.11 4.90 -1.71 -0.1625
C 2.82 4.38 -1.07 -0.1363
C 5.06 7.35 0.96 -0.1718
C 4.57 7.70 2.36 -0.1619
C 4.43 6.43 3.22 -0.1400
C 3.72 5.31 2.50 -0.1364
C 3.04 4.32 3.21 0.0077
C -3.44 1.26 3.83 0.0190
C -4.70 3.60 0.44 -0.1479
H -5.65 2.04 -0.70 0.1233
H -6.34 3.66 -0.95 0.1161
H -7.54 3.63 1.07 0.1326
H -7.76 2.02 0.39 0.1281
H -8.42 2.22 2.84 0.1279
H -7.91 0.60 2.36 0.1324
H -7.13 2.17 4.85 0.1241
H -7.91 0.59 4.72 0.1158
H -5.45 0.52 5.38 0.1183
H -5.88 -0.47 3.97 0.1288
H -2.19 3.40 1.46 0.1208
H -0.95 1.51 4.47 0.0853
H -0.23 2.83 1.78 0.1054
H 1.40 2.85 4.48 0.1501
H 1.65 2.60 0.62 0.1181
H 4.09 7.05 -1.51 0.1319
H 5.67 6.31 -1.23 0.1306
H 3.98 5.09 -2.77 0.1180
H 4.89 4.14 -1.60 0.1200
H 2.58 3.40 -1.49 0.1170
H 2.00 5.06 -1.35 0.1310
H 6.14 7.11 1.00 0.1363
H 4.95 8.22 0.29 0.1308
H 5.29 8.38 2.80 0.1160
H 3.61 8.22 2.28 0.1229
H 5.44 6.11 3.52 0.1277
H 3.88 6.69 4.13 0.1186
H 3.12 4.32 4.30 0.1193
H -3.10 0.66 4.68 0.1058
H -3.88 3.63 -0.29 0.1190
H -4.91 4.64 0.73 0.1317
O -1.11 -0.13 5.72 0.0791
C -0.51 -0.77 6.60 -0.3163
C -0.97 -1.92 7.39 -0.0948
C 0.06 -2.33 8.21 -0.0866
C -0.10 -3.42 9.06 0.0212
C -1.33 -4.09 9.05 -0.0360
C -2.38 -3.67 8.20 -0.0388
C -2.20 -2.56 7.35 0.0187
C 1.24 -1.47 7.97 -0.3055
O 2.37 -1.51 8.44 0.1292
N 0.79 -0.52 7.01 0.0475
C 1.62 0.57 6.44 -0.0286
C 2.16 0.31 5.02 -0.1980
C 3.63 0.59 4.80 -0.1226
C 3.81 0.45 3.28 -0.1340
C 2.41 0.34 2.68 -0.0965
N 1.56 0.96 3.75 -0.0129
H 0.73 -3.73 9.70 0.1295
H -1.50 -4.95 9.70 0.1153
H -3.32 -4.22 8.20 0.1154
H -2.97 -2.20 6.68 0.1250
H 1.04 1.51 6.52 0.1435
H 2.49 0.62 7.11 0.1320
H 1.95 -0.77 4.80 0.1761
H 3.90 1.62 5.13 0.1330
H 4.25 -0.12 5.38 0.1371
H 4.36 1.29 2.85 0.1179
H 4.36 -0.47 3.05 0.1209
H 2.25 0.80 1.69 0.1274
H 2.13 -0.72 2.65 0.1336
H 0.57 0.69 3.71 0.1342
```

=====

Which of these has the lowest total energy?
C17H7BrCl5LiN2O2Se

=====

The lowest charge belongs to which entry?
C17H7BrCl5LiN2O2Se

=====

Among the records above, which one has the highest M?
C37H38AgBrFN3O5Sb

=====

Among the records above, which one has the highest M?
C37H38AgBrFN3O5Sb